{
  "formula": "C26H78N14O8P4",
  "method": "wB97M-V/def2-TZVPD",
  "smiles": "CN(C)P(=O)(N(C)C)N(C)C.CN(C)P(=O)(N(C)C)N(C)C.CN(C)P(=O)(N(C)C)N(C)C.CN(C)P(=O)(N(C)C)N(C)C.C[N+](=O)[O-].C[N+](=O)[O-]",
  "orbital_gap_ev": 7.46,
  "largest_force_ha_per_bohr": 0.08069,
  "multiplicity": 1,
  "de_lowest_ev": 5.7998,
  "elements": ["P", "P", "P", "P", "O", "O", "O", "O", "O", "O", "O", "O", "N", "N", "N", "N", "N", "N", "N", "N", "N", "N", "N", "N", "N", "N", "C", "C", "C", "C", "C", "C", "C", "C", "C", "C", "C", "C", "C", "C", "C", "C", "C", "C", "C", "C", "C", "C", "C", "C", "C", "C", "H", "H", "H", "H", "H", "H", "H", "H", "H", "H", "H", "H", "H", "H", "H", "H", "H", "H", "H", "H", "H", "H", "H", "H", "H", "H", "H", "H", "H", "H", "H", "H", "H", "H", "H", "H", "H", "H", "H", "H", "H", "H", "H", "H", "H", "H", "H", "H", "H", "H", "H", "H", "H", "H", "H", "H", "H", "H", "H", "H", "H", "H", "H", "H", "H", "H", "H", "H", "H", "H", "H", "H", "H", "H", "H", "H", "H", "H"],
  "coordinates": [[18.92, -12.70, -1.88], [19.62, -20.87, 10.46], [7.55, -17.18, -0.92], [9.91, -8.52, 4.28], [7.49, -17.61, 8.16], [6.29, -17.06, -1.73], [8.86, -19.28, 8.74], [14.71, -17.71, 4.06], [10.83, -7.44, 4.64], [19.36, -20.67, 11.91], [13.02, -16.35, 4.44], [17.89, -11.57, -1.64], [18.04, -14.12, -2.38], [8.46, -15.71, -0.98], [10.42, -9.53, 2.99], [7.27, -17.47, 0.79], [20.20, -22.47, 10.06], [18.33, -20.59, 9.36], [8.63, -18.35, -1.45], [7.91, -18.53, 8.94], [13.68, -17.41, 4.59], [19.77, -13.18, -0.41], [9.47, -9.55, 5.61], [20.81, -19.85, 9.85], [8.31, -7.90, 3.81], [20.23, -12.47, -2.99], [21.07, -12.55, 0.06], [8.80, -10.87, 5.34], [16.87, -13.91, -3.29], [13.16, -18.40, 5.56], [19.24, -23.61, 9.81], [9.30, -9.04, 6.92], [20.95, -13.51, -3.74], [10.07, -9.31, 1.57], [8.40, -19.06, -2.74], [21.60, -20.06, 8.58], [8.19, -18.32, 1.54], [6.08, -16.84, 1.50], [20.86, -11.20, -3.17], [7.75, -14.59, -0.29], [7.12, -8.68, 3.51], [21.45, -22.92, 10.61], [17.24, -19.79, 9.87], [9.02, -15.27, -2.28], [11.64, -10.30, 3.03], [20.66, -18.43, 10.16], [8.06, -6.52, 4.10], [19.05, -13.94, 0.71], [7.30, -18.65, 10.26], [10.04, -18.28, -1.01], [18.35, -20.90, 7.94], [18.26, -15.52, -1.90], [22.20, -22.16, 10.43], [6.22, -18.82, 10.18], [9.03, -9.09, 1.30], [9.42, -11.71, 5.65], [17.13, -19.86, 10.95], [19.67, -18.34, 10.61], [8.82, -9.71, 7.62], [21.36, -23.21, 11.66], [19.26, -21.33, 7.52], [6.47, -16.29, 2.36], [9.51, -14.29, -2.24], [17.58, -21.67, 7.87], [16.94, -14.43, -4.24], [12.73, -19.18, 4.93], [6.45, -8.00, 2.99], [19.77, -24.55, 9.65], [9.24, -18.03, 1.52], [19.28, -15.61, -1.51], [8.00, -5.96, 3.17], [8.04, -18.36, -3.48], [21.92, -11.21, -2.93], [20.99, -19.75, 7.73], [7.78, -18.51, 2.53], [21.26, -12.89, 1.08], [17.62, -15.73, -1.04], [19.55, -14.90, 0.84], [8.53, -10.93, 4.29], [20.40, -10.45, -2.53], [14.03, -18.90, 5.99], [7.09, -6.40, 4.59], [8.67, -8.16, 6.79], [16.32, -20.18, 9.43], [7.62, -13.74, -0.95], [20.69, -10.75, -4.15], [6.72, -9.04, 4.46], [21.93, -12.79, -0.56], [20.72, -14.50, -3.34], [11.90, -10.98, 2.22], [8.25, -15.06, -3.02], [7.30, -9.57, 2.91], [9.38, -19.28, -3.17], [16.01, -14.27, -2.72], [8.21, -19.31, 1.08], [5.43, -17.62, 1.91], [7.53, -17.79, 10.89], [12.46, -9.63, 3.27], [20.65, -17.85, 9.24], [7.82, -10.94, 5.82], [18.63, -23.41, 8.93], [8.27, -14.45, 0.66], [16.68, -12.88, -3.57], [10.29, -19.08, -0.31], [20.68, -13.44, -4.79], [22.03, -13.37, -3.65], [21.45, -18.13, 10.84], [10.33, -17.35, -0.53], [10.24, -10.17, 0.92], [18.03, -14.31, 0.56], [8.81, -6.07, 4.76], [21.74, -21.10, 8.25], [5.59, -16.17, 0.80], [18.95, -13.40, 1.66], [11.61, -10.90, 3.94], [20.93, -11.47, 0.07], [17.39, -18.75, 9.58], [7.78, -19.95, -2.64], [9.76, -15.98, -2.65], [10.77, -18.36, -1.81], [21.80, -23.86, 10.18], [18.15, -16.22, -2.72], [18.56, -23.80, 10.65], [6.79, -14.89, 0.13], [7.84, -19.47, 10.75], [10.32, -8.80, 7.23], [12.47, -18.03, 6.32], [22.59, -19.61, 8.51], [18.13, -20.09, 7.24], [10.68, -8.46, 1.26]]
}


{
  "formula": "C26H78O13",
  "method": "wB97M-V/def2-TZVPD",
  "orbital_gap_ev": 9.29,
  "largest_force_ha_per_bohr": 0.05306,
  "multiplicity": 1,
  "de_lowest_ev": 3.2643,
  "elements": ["O", "O", "O", "O", "O", "O", "O", "O", "O", "O", "O", "O", "O", "C", "C", "C", "C", "C", "C", "C", "C", "C", "C", "C", "C", "C", "C", "C", "C", "C", "C", "C", "C", "C", "C", "C", "C", "C", "C", "H", "H", "H", "H", "H", "H", "H", "H", "H", "H", "H", "H", "H", "H", "H", "H", "H", "H", "H", "H", "H", "H", "H", "H", "H", "H", "H", "H", "H", "H", "H", "H", "H", "H", "H", "H", "H", "H", "H", "H", "H", "H", "H", "H", "H", "H", "H", "H", "H", "H", "H", "H", "H", "H", "H", "H", "H", "H", "H", "H", "H", "H", "H", "H", "H", "H", "H", "H", "H", "H", "H", "H", "H", "H", "H", "H", "H", "H"],
  "coordinates": [[-2.45, -3.66, -5.38], [3.27, -0.50, 2.47], [1.42, 0.37, 0.62], [-0.93, 5.05, 0.80], [3.72, -6.06, -3.12], [3.27, 0.56, 5.16], [-2.68, 0.36, -3.13], [0.25, -4.42, 3.09], [-2.19, 0.82, 3.54], [-0.50, 1.37, -4.74], [-3.56, 1.19, -0.46], [1.11, 2.99, -0.30], [-2.75, -0.87, 1.33], [0.83, -2.29, 4.01], [2.36, 3.65, -0.23], [-1.74, 3.07, 1.94], [-4.81, 2.37, 1.19], [-2.31, -2.05, 0.65], [2.16, 2.27, 3.84], [-4.42, 2.32, -0.27], [-0.20, 1.00, 4.78], [-1.49, -2.67, -5.68], [-3.74, -0.01, -4.01], [3.14, -5.85, -1.85], [2.58, -4.44, -1.73], [2.39, 1.71, 5.22], [-0.87, 0.30, 3.62], [-0.64, 3.09, -3.04], [-1.89, 3.99, 0.73], [-1.40, -2.89, 1.50], [-0.20, 0.04, -1.11], [-0.57, -2.38, -4.48], [3.39, 3.05, -1.16], [-4.07, 1.11, -4.97], [0.64, -0.62, -0.04], [4.50, -1.11, 2.07], [4.48, -1.29, 0.56], [1.16, -3.32, 2.95], [0.23, 2.45, -4.11], [2.77, 3.67, 0.80], [-0.25, -2.16, 4.04], [-3.84, 3.22, -0.53], [-4.55, 1.99, -4.54], [-0.88, -2.99, -6.54], [4.62, -2.07, 2.60], [3.39, 0.25, 6.06], [2.32, -6.57, -1.80], [-1.33, 3.76, -3.55], [2.85, 2.45, 5.88], [1.94, -0.05, 1.34], [-0.90, -3.67, 0.92], [3.80, -6.07, -1.01], [-1.96, -1.72, -5.93], [0.02, 3.65, -2.39], [2.16, -3.74, 3.05], [-3.00, -0.26, 0.61], [-5.58, 3.11, 1.38], [-1.96, -4.47, -5.19], [-0.09, 4.72, 0.49], [0.18, -1.63, -4.74], [0.01, 1.12, -5.52], [-2.87, 4.46, 0.72], [-4.62, -0.30, -3.43], [-3.17, -2.64, 0.29], [1.23, -1.30, 3.82], [4.51, -0.32, 0.08], [1.21, -2.68, 4.96], [-2.10, 2.06, 1.69], [1.13, 2.01, -3.68], [2.13, 4.70, -0.48], [3.62, -1.84, 0.18], [-0.63, -2.31, 2.02], [2.20, -4.25, -0.72], [3.18, 3.33, -2.19], [0.02, -1.18, 0.68], [1.44, 3.09, 3.82], [-5.29, 2.27, -0.92], [1.81, 1.52, 3.13], [-1.19, 2.34, -2.47], [-2.63, 0.36, 2.81], [3.43, -0.10, 3.34], [-0.67, 0.82, 5.74], [-3.21, 1.45, -5.55], [-0.04, -3.30, -4.23], [-2.41, 3.35, 2.76], [-5.18, 1.38, 1.50], [-3.97, 2.57, 1.85], [-1.84, -1.70, -0.28], [1.06, -2.86, 1.96], [0.48, -5.09, 2.45], [1.48, 1.39, 5.75], [4.40, 3.35, -0.88], [5.38, -0.52, 2.33], [-4.79, 0.73, -5.70], [1.21, 2.09, 0.07], [5.41, -1.80, 0.30], [-0.19, 2.08, 4.62], [-3.48, -0.92, -4.55], [-1.71, 3.42, -0.19], [1.80, -4.32, -2.48], [0.86, 0.73, 4.90], [1.32, -1.37, -0.46], [-1.97, -3.43, 2.27], [0.39, 0.70, -1.74], [-1.93, 0.70, -3.64], [0.54, 3.20, -4.84], [-0.96, -0.78, 3.83], [4.66, -5.86, -3.14], [3.35, 1.96, -1.12], [-3.27, 1.18, -1.38], [-0.29, 0.43, 2.70], [-1.14, -1.95, -3.66], [-0.63, -0.73, -1.76], [3.33, -3.67, -1.91], [3.09, 2.70, 3.47], [-0.73, 2.93, 2.32], [-0.96, 0.67, -0.65]]
}


{
  "formula": "C26H78O17SSr",
  "method": "wB97M-V/def2-TZVPD",
  "orbital_gap_ev": 2.75,
  "largest_force_ha_per_bohr": 0.09215,
  "multiplicity": 1,
  "de_lowest_ev": 16.2292,
  "elements": ["Sr", "S", "O", "O", "O", "O", "O", "O", "O", "O", "O", "O", "O", "O", "O", "O", "O", "O", "O", "C", "C", "C", "C", "C", "C", "C", "C", "C", "C", "C", "C", "C", "C", "C", "C", "C", "C", "C", "C", "C", "C", "C", "C", "C", "C", "H", "H", "H", "H", "H", "H", "H", "H", "H", "H", "H", "H", "H", "H", "H", "H", "H", "H", "H", "H", "H", "H", "H", "H", "H", "H", "H", "H", "H", "H", "H", "H", "H", "H", "H", "H", "H", "H", "H", "H", "H", "H", "H", "H", "H", "H", "H", "H", "H", "H", "H", "H", "H", "H", "H", "H", "H", "H", "H", "H", "H", "H", "H", "H", "H", "H", "H", "H", "H", "H", "H", "H", "H", "H", "H", "H", "H", "H"],
  "coordinates": [[10.67, 2.35, 0.64], [12.70, 0.60, 4.83], [12.95, 0.29, 3.44], [9.97, 6.19, 6.34], [18.49, -0.56, 7.60], [11.73, 1.68, 4.71], [13.04, -5.35, 4.53], [16.90, -0.97, 0.40], [9.49, -2.06, -0.89], [12.04, -0.56, 5.50], [13.96, 1.01, 5.46], [14.43, 5.06, 0.78], [9.06, 6.93, 1.22], [17.77, 4.82, 4.56], [14.13, 3.07, 10.16], [7.58, -0.31, 6.60], [6.50, 2.32, 2.30], [13.56, 0.77, -2.79], [11.05, -3.69, 10.05], [19.02, 0.08, 8.75], [19.23, -0.39, 0.14], [13.91, 2.96, 12.55], [13.95, 0.69, -4.16], [15.49, 5.92, -1.24], [9.89, -4.28, -1.63], [10.79, -5.82, 11.25], [14.84, 6.26, 0.10], [10.68, 6.89, 7.38], [8.25, 8.49, -0.29], [13.70, -0.74, -4.61], [9.91, 8.19, 7.66], [14.39, -5.46, 4.90], [4.71, 3.53, 1.17], [17.96, -0.12, 0.91], [14.83, -6.89, 5.13], [7.50, 1.36, 8.40], [8.18, 8.05, 1.13], [19.15, 4.79, 4.36], [10.37, -3.18, -0.72], [20.20, -0.57, 9.32], [5.33, 3.06, 2.51], [13.65, 2.24, 11.22], [19.53, 5.95, 3.51], [11.01, -5.10, 9.91], [7.02, -0.01, 7.88], [9.28, 8.60, -0.63], [14.30, 2.48, 9.42], [7.00, 1.66, 9.32], [10.94, -6.89, 11.09], [20.08, 0.08, 0.63], [8.58, 1.40, 8.48], [19.26, 5.78, 2.47], [11.99, -5.41, 9.55], [14.48, -7.53, 4.32], [19.20, 1.14, 8.58], [15.81, 6.84, -1.72], [16.24, -0.96, 1.09], [4.52, 2.73, 0.45], [12.75, -4.51, 4.89], [4.57, 2.44, 2.99], [10.46, 8.69, 8.47], [14.99, 3.05, 12.62], [8.53, -0.28, 6.64], [8.82, -4.52, -1.58], [14.57, -4.95, 5.85], [15.02, 0.90, -4.23], [10.02, 8.88, 6.82], [17.72, -0.06, 7.32], [17.70, 0.94, 0.91], [10.18, -5.33, 9.24], [13.50, 3.96, 12.66], [19.48, -1.45, 0.11], [14.14, 1.27, 11.14], [12.66, -1.05, -4.48], [8.60, -2.40, -0.85], [9.78, -5.64, 11.59], [8.90, 8.00, 8.01], [7.18, 7.89, 1.53], [12.58, 2.08, 11.11], [14.21, 0.30, -2.27], [7.81, 7.78, -0.98], [11.69, 7.15, 7.05], [10.46, -3.53, 0.31], [10.74, 6.19, 8.22], [9.04, 6.74, 2.16], [17.47, 3.97, 4.87], [11.60, -5.55, 11.94], [19.44, 3.83, 3.93], [19.04, -0.10, -0.89], [13.99, -0.91, -5.64], [5.96, 0.04, 7.64], [15.47, 6.91, 0.71], [10.39, 5.34, 6.25], [18.19, -0.35, 1.95], [18.23, -0.02, 9.49], [8.54, 8.82, 1.81], [19.04, 6.86, 3.85], [3.86, 4.17, 1.40], [15.02, 4.91, 1.53], [6.56, 1.69, 3.02], [11.33, -3.34, 9.20], [13.55, 2.38, 13.40], [13.94, 6.86, -0.07], [5.60, 3.89, 3.15], [5.39, 4.21, 0.65], [20.40, -0.27, 10.34], [21.11, -0.38, 8.75], [20.10, -1.66, 9.37], [16.33, 5.23, -1.24], [15.03, -4.92, 4.21], [15.91, -7.01, 5.14], [14.38, -7.30, 6.04], [20.61, 6.11, 3.56], [14.30, -1.40, -3.98], [14.68, 5.49, -1.84], [7.16, -0.84, 8.58], [10.47, -5.15, -1.33], [11.40, -3.00, -1.05], [13.38, 1.35, -4.80], [19.70, 4.90, 5.29], [7.80, 9.48, -0.41], [7.22, 2.16, 7.71], [10.14, -4.08, -2.67]]
}


{
  "formula": "C26H79CrO18S",
  "method": "wB97M-V/def2-TZVPD",
  "charge": -1,
  "orbital_gap_ev": [5.68, 6.71],
  "largest_force_ha_per_bohr": 0.11359,
  "multiplicity": 5,
  "elements": ["Cr", "S", "O", "O", "O", "O", "O", "O", "O", "O", "O", "O", "O", "O", "O", "O", "O", "O", "O", "O", "C", "C", "C", "C", "C", "C", "C", "C", "C", "C", "C", "C", "C", "C", "C", "C", "C", "C", "C", "C", "C", "C", "C", "C", "C", "C", "H", "H", "H", "H", "H", "H", "H", "H", "H", "H", "H", "H", "H", "H", "H", "H", "H", "H", "H", "H", "H", "H", "H", "H", "H", "H", "H", "H", "H", "H", "H", "H", "H", "H", "H", "H", "H", "H", "H", "H", "H", "H", "H", "H", "H", "H", "H", "H", "H", "H", "H", "H", "H", "H", "H", "H", "H", "H", "H", "H", "H", "H", "H", "H", "H", "H", "H", "H", "H", "H", "H", "H", "H", "H", "H", "H", "H", "H", "H"],
  "coordinates": [[-14.64, -5.09, 4.93], [-17.03, -4.89, 6.17], [-16.24, -3.84, 5.54], [-15.55, -4.99, 2.93], [-12.45, -5.95, 1.96], [-18.42, -5.00, 5.76], [-10.70, -2.91, 3.92], [-7.32, -6.67, 6.28], [-17.08, -4.69, 7.59], [-13.30, -6.48, 4.43], [-9.56, -12.05, 2.95], [-16.23, -6.04, 5.82], [-17.23, -8.17, 6.67], [-13.45, -3.41, 4.21], [-10.21, -10.16, 5.00], [-13.93, -4.76, 6.99], [-14.03, -11.25, 5.33], [-10.58, -4.25, 0.62], [-15.78, -3.16, 0.76], [-12.77, -8.80, 5.78], [-9.67, -12.06, 0.52], [-12.57, -4.58, 7.29], [-13.57, -11.53, 4.01], [-17.09, -9.30, 5.84], [-10.25, -11.48, 1.81], [-18.40, -10.09, 5.87], [-13.33, -1.54, 2.74], [-14.06, -10.55, 3.04], [-15.73, -7.07, 1.75], [-14.80, -3.70, -0.08], [-12.47, -3.20, 7.94], [-13.90, -2.10, 4.05], [-9.52, -10.33, 6.23], [-9.53, -6.01, 5.57], [-8.13, -10.83, 5.97], [-8.22, -6.71, 5.18], [-10.75, -3.88, -0.77], [-13.04, -8.45, 7.07], [-9.71, -0.87, 4.65], [-12.97, -9.66, 7.94], [-9.43, -3.47, -1.37], [-16.47, -5.95, 2.45], [-9.95, -2.36, 4.96], [-15.51, -3.93, -1.47], [-10.52, -7.40, 1.80], [-11.99, -7.12, 1.27], [-13.69, -9.56, 3.29], [-10.50, -2.50, 5.89], [-13.94, -12.54, 3.78], [-8.61, -11.82, 0.45], [-13.87, -0.63, 2.49], [-16.26, -2.46, 0.33], [-13.76, -10.36, 7.65], [-13.42, -2.25, 1.92], [-16.38, -7.88, 1.40], [-13.98, -2.99, -0.21], [-10.09, -10.40, 1.86], [-14.39, -4.62, 0.34], [-11.21, -4.90, 0.93], [-12.69, -7.93, 1.41], [-13.61, -1.50, 4.91], [-17.15, -5.58, 1.68], [-12.25, -5.37, 7.96], [-13.03, -9.42, 9.00], [-8.22, -11.82, 5.52], [-16.42, -4.51, -1.31], [-7.58, -10.06, 5.42], [-14.99, -2.10, 3.99], [-15.63, -2.95, -1.95], [-10.10, -8.25, 1.26], [-12.50, -3.35, 4.12], [-15.56, -4.28, 2.28], [-14.03, -7.99, 7.09], [-10.63, -0.34, 4.42], [-11.52, -3.11, -0.82], [-12.69, -2.41, 7.22], [-7.79, -7.07, 7.02], [-8.98, -0.79, 3.85], [-12.03, -10.20, 7.84], [-11.91, -6.91, 0.20], [-9.38, -9.38, 6.75], [-8.99, -2.87, 5.10], [-10.28, -11.81, -0.35], [-9.70, -11.50, 3.72], [-8.99, -2.55, -0.98], [-11.21, -4.68, -1.36], [-18.68, -10.48, 6.84], [-10.21, -5.98, 4.72], [-16.91, -8.89, 4.84], [-16.68, -7.49, 6.28], [-8.36, -7.75, 4.90], [-14.94, -4.57, -2.12], [-10.51, -7.68, 2.85], [-12.35, -7.69, 7.44], [-7.58, -10.97, 6.90], [-9.34, -4.98, 5.88], [-9.57, -3.27, -2.43], [-11.31, -11.74, 1.88], [-16.98, -6.42, 3.29], [-13.74, -10.80, 2.03], [-9.73, -13.15, 0.54], [-9.33, -0.35, 5.53], [-11.49, -2.99, 8.36], [-12.48, -11.60, 3.97], [-11.93, -4.58, 6.41], [-11.07, -9.75, 5.17], [-12.76, -6.22, 2.83], [-9.81, -6.59, 1.64], [-15.14, -6.69, 0.92], [-10.19, -2.95, 3.11], [-10.03, -6.45, 6.43], [-13.61, -10.44, 5.61], [-14.98, -7.55, 2.39], [-18.34, -10.87, 5.11], [-12.99, -8.03, 5.25], [-9.98, -11.06, 6.89], [-12.25, -1.37, 2.82], [-14.35, -4.91, 7.84], [-7.73, -6.19, 4.35], [-15.15, -10.54, 3.10], [-19.22, -9.47, 5.52], [-16.25, -9.94, 6.13], [-12.40, -6.85, 4.40], [-13.20, -3.20, 8.75], [-8.67, -4.24, -1.23]]
}